(1)
Formula: C3H4N2O2
Source: OMol25
Level of theory: ωB97M-V/def2-TZVPD

Structure (XYZ):
```
11
C3H4N2O2 ωB97M-V/def2-TZVPD
N 0.0325 1.4553 1.0576
C -0.1283 0.3733 0.0902
C -1.0152 -0.2919 -0.6547
C -0.2331 -1.5001 -0.8887
O -0.5312 -2.6228 -1.2741
O 1.2240 -1.2778 -0.4493
N 1.2640 0.0131 -0.0059
H 0.8581 2.1205 0.5391
H -0.7270 2.0543 1.0726
H -2.0762 -0.3469 -0.5490
H 1.3324 0.0230 1.0622
```

Output
- Spin multiplicity: 1
- Energy relative to the best compared isomer or geometry (same formula, charge and spin): 107.8 kcal per mole
- SMILES: Nc1cc(=O)o[nH]1

Charges in e, computed with natural (NBO), in the same order as the atoms: atom 1 (N): -0.822, atom 2 (C): 0.383, atom 3 (C): -0.468, atom 4 (C): 0.737, atom 5 (O): -0.546, atom 6 (O): -0.384, atom 7 (N): -0.307, atom 8 (H): 0.398, atom 9 (H): 0.373, atom 10 (H): 0.263, atom 11 (H): 0.373

=====

(2)
Formula: C7H16NOPS
Source: OMol25
Level of theory: ωB97M-V/def2-TZVPD

Structure (XYZ):
```
27
C7H16NOPS ωB97M-V/def2-TZVPD
C -1.8297 2.7720 0.8057
C -0.7190 1.9155 0.0484
C -1.0291 0.4319 -0.1071
C -1.2961 -0.0205 -1.5359
P 0.8643 -0.5740 0.6748
S 2.1287 0.7233 1.4499
O 0.3827 -1.8026 1.7162
C 0.4175 -1.6576 3.0993
N 1.3682 -1.5323 -0.5431
C 2.4527 -1.1288 -1.3858
C 2.6282 -2.2565 -0.4866
H -2.8423 2.9812 0.4209
H -1.9152 2.3272 1.7570
H -1.3790 3.8669 0.8689
H 0.1216 1.9929 0.7077
H -0.3750 2.1416 -0.9297
H -1.8224 0.1411 0.5243
H -2.3237 0.2386 -1.7172
H -0.5099 0.2750 -2.2520
H -1.5110 -1.1819 -1.5002
H -0.1226 -0.7902 3.4276
H 1.4710 -1.3738 3.3286
H 0.0939 -2.6076 3.4785
H 2.9483 -0.1279 -1.1014
H 2.4912 -1.1919 -2.5326
H 2.6004 -3.2697 -0.9410
H 3.2080 -2.0041 0.3470
```

Output
- Spin multiplicity: 1
- Energy relative to the best compared isomer or geometry (same formula, charge and spin): 17.1 kcal per mole
- SMILES: CC[C@@H](C)[P@@](=S)(OC)N1CC1

Charges in e, computed with natural (NBO), in the same order as the atoms: atom 1 (C): -0.609, atom 2 (C): -0.462, atom 3 (C): -0.272, atom 4 (C): -0.655, atom 5 (P): 1.604, atom 6 (S): -0.628, atom 7 (O): -0.810, atom 8 (C): -0.248, atom 9 (N): -0.801, atom 10 (C): -0.245, atom 11 (C): -0.234, atom 12 (H): 0.209, atom 13 (H): 0.203, atom 14 (H): 0.211, atom 15 (H): 0.243, atom 16 (H): 0.202, atom 17 (H): 0.201, atom 18 (H): 0.226, atom 19 (H): 0.221, atom 20 (H): 0.223, atom 21 (H): 0.176, atom 22 (H): 0.190, atom 23 (H): 0.198, atom 24 (H): 0.217, atom 25 (H): 0.210, atom 26 (H): 0.216, atom 27 (H): 0.213

=====

Repeat the second record exactly.
Formula: C7H16NOPS
Source: OMol25
Level of theory: ωB97M-V/def2-TZVPD

Structure (XYZ):
```
27
C7H16NOPS ωB97M-V/def2-TZVPD
C -1.8297 2.7720 0.8057
C -0.7190 1.9155 0.0484
C -1.0291 0.4319 -0.1071
C -1.2961 -0.0205 -1.5359
P 0.8643 -0.5740 0.6748
S 2.1287 0.7233 1.4499
O 0.3827 -1.8026 1.7162
C 0.4175 -1.6576 3.0993
N 1.3682 -1.5323 -0.5431
C 2.4527 -1.1288 -1.3858
C 2.6282 -2.2565 -0.4866
H -2.8423 2.9812 0.4209
H -1.9152 2.3272 1.7570
H -1.3790 3.8669 0.8689
H 0.1216 1.9929 0.7077
H -0.3750 2.1416 -0.9297
H -1.8224 0.1411 0.5243
H -2.3237 0.2386 -1.7172
H -0.5099 0.2750 -2.2520
H -1.5110 -1.1819 -1.5002
H -0.1226 -0.7902 3.4276
H 1.4710 -1.3738 3.3286
H 0.0939 -2.6076 3.4785
H 2.9483 -0.1279 -1.1014
H 2.4912 -1.1919 -2.5326
H 2.6004 -3.2697 -0.9410
H 3.2080 -2.0041 0.3470
```

Output
- Spin multiplicity: 1
- Energy relative to the best compared isomer or geometry (same formula, charge and spin): 17.1 kcal per mole
- SMILES: CC[C@@H](C)[P@@](=S)(OC)N1CC1

Charges in e, computed with natural (NBO), in the same order as the atoms: atom 1 (C): -0.609, atom 2 (C): -0.462, atom 3 (C): -0.272, atom 4 (C): -0.655, atom 5 (P): 1.604, atom 6 (S): -0.628, atom 7 (O): -0.810, atom 8 (C): -0.248, atom 9 (N): -0.801, atom 10 (C): -0.245, atom 11 (C): -0.234, atom 12 (H): 0.209, atom 13 (H): 0.203, atom 14 (H): 0.211, atom 15 (H): 0.243, atom 16 (H): 0.202, atom 17 (H): 0.201, atom 18 (H): 0.226, atom 19 (H): 0.221, atom 20 (H): 0.223, atom 21 (H): 0.176, atom 22 (H): 0.190, atom 23 (H): 0.198, atom 24 (H): 0.217, atom 25 (H): 0.210, atom 26 (H): 0.216, atom 27 (H): 0.213